No. 1
Here is the molecule C2H5N5O in a non-equilibrium geometry from OMol25. Energies are from wB97M-V/def2-TZVPD.

The geometry in XYZ format:
```
13
Properties=species:S:1:pos:R:3:lowdin_charge:R:1
O -3.2078 0.2757 0.0787 -0.09
N -2.0747 0.9942 -0.2841 0.05
N 0.1809 0.4817 -0.2926 0.07
N -1.6294 -1.1670 -0.2064 0.10
N 1.1618 -0.5287 -0.3890 -0.14
N -2.8604 -1.0711 0.0026 0.08
C 2.3849 -0.0095 0.1502 -0.16
C -1.0474 0.0980 -0.2085 -0.45
H 0.8788 -1.4100 0.0814 0.11
H 2.5905 0.9352 -0.3420 0.07
H 2.4052 0.1099 1.2322 0.07
H -2.0877 1.9099 0.3277 0.21
H 3.3052 -0.6185 -0.1502 0.10
```

The HOMO energy is -0.298 Eh. The calculation puts the frontier orbital gap at 7.80 eV. As for the total energy: -428.05413 a.u. For the LUMO energy, the calculation gives -0.012 hartree. As for the structure (SMILES): CN/N=c1\nno[nH]1. The calculation puts the relative energy (zero: lowest compared OMol25 entry of this formula, charge and spin) at 443.70 kJ/mol.

***

No. 2
Here is a structure of composition C2H5N5O in a non-equilibrium geometry from OMol25. Energies are from wB97M-V/def2-TZVPD.

The geometry in XYZ format:
```
13
Properties=species:S:1:pos:R:3:lowdin_charge:R:1
O 0.8154 1.1307 0.3226 0.01
N -0.7607 -0.4817 -0.4787 -0.20
N -1.5479 1.6684 -0.0270 0.18
N 2.6233 -0.0103 -0.2023 0.18
N -1.9291 -1.1239 0.0453 0.01
N 0.3629 -1.3204 0.1933 0.09
C -0.6335 0.8118 -0.0567 -0.44
C 1.4486 -0.1237 -0.0017 -0.45
H -1.8315 -2.1404 -0.4915 0.16
H -2.3844 1.2015 -0.3717 0.06
H -1.6662 -1.4970 0.9896 0.06
H 0.0387 -0.9696 1.4008 0.22
H 3.1905 -0.8931 -0.4715 0.13
```

The HOMO energy is -0.379 Eh. The calculation puts the frontier orbital gap at 10.44 eV. As for the total energy: -428.04753 a.u. For the LUMO energy, the calculation gives 0.005 hartree. The calculation puts the relative energy (zero: lowest compared OMol25 entry of this formula, charge and spin) at 461.04 kJ/mol.

***

No. 3
Here is a cluster of 2 separate species, C2H5N5O in total in a non-equilibrium geometry from OMol25. Energies are from wB97M-V/def2-TZVPD.

The geometry in XYZ format:
```
13
Properties=species:S:1:pos:R:3:lowdin_charge:R:1
O 0.9428 -0.8738 1.1797 -0.03
N 0.6333 0.2104 0.4321 -0.07
N 0.3403 -0.2798 -0.8550 -0.21
N -1.1174 1.0410 1.9238 0.09
N 1.4430 -0.9458 -1.6865 0.00
N -1.4528 0.6712 -0.4337 0.11
C -0.7804 0.6430 0.7152 -0.50
C -0.7276 0.0736 -1.3168 -0.25
H 1.9264 -1.5971 -0.8031 0.16
H 1.8583 -0.0116 -2.6277 0.25
H -0.0936 1.0966 2.5261 0.13
H 0.1033 -1.1853 1.6187 0.13
H -1.2130 -0.4905 -2.2071 0.18
```

The HOMO energy is -0.321 Eh. The calculation puts the frontier orbital gap at 8.08 eV. As for the total energy: -427.93624 a.u. For the LUMO energy, the calculation gives -0.024 hartree. The calculation puts the relative energy (zero: lowest compared OMol25 entry of this formula, charge and spin) at 753.22 kJ/mol.

***

No. 4
Here is the molecule C2H5N5O in a non-equilibrium geometry from OMol25. Energies are from wB97M-V/def2-TZVPD.

The geometry in XYZ format:
```
13
Properties=species:S:1:pos:R:3:lowdin_charge:R:1
O 1.6923 -1.5144 0.5129 0.02
N 0.6970 1.5470 -0.5341 0.01
N -1.4824 -1.1742 -0.2841 0.04
N -0.3391 0.7375 -0.0811 -0.09
N 1.9496 0.9057 -0.0976 0.07
N -0.4923 -0.4114 -0.8114 -0.20
C 1.0890 -1.2675 -1.0279 0.12
C 1.8307 -0.4466 -0.2053 -0.49
H 2.3412 1.3164 0.7406 0.13
H -0.3184 0.7359 0.9071 0.11
H -1.2916 -2.1485 -0.3893 0.08
H 0.7923 1.4705 -1.5457 0.13
H -1.6000 -0.9940 0.7036 0.07
```

The HOMO energy (spin up / spin down) is -0.290 / -0.290 Eh. The calculation puts the frontier orbital gap (spin up / spin down) at 8.27 / 8.27 eV. As for the total energy: -427.92390 a.u. For the LUMO energy (spin up / spin down), the calculation gives 0.014 / 0.014 hartree. As for the structure (SMILES): Nn1[nH][nH][nH]c2c1O2. The calculation puts the relative energy (zero: lowest compared OMol25 entry of this formula, charge and spin) at 785.61 kJ/mol.

***

No. 5
Here is the ion C2H5N6O2 with charge +1 in a non-equilibrium geometry from OMol25. Energies are from wB97M-V/def2-TZVPD.

The geometry in XYZ format:
```
15
Properties=species:S:1:pos:R:3:lowdin_charge:R:1
O 0.6256 -2.1261 -0.0818 -0.01
O -3.4508 -0.8622 0.5694 0.02
N 0.8915 -1.1468 0.7891 0.06
N -2.8489 0.7575 -0.5397 0.17
N -2.1014 -0.9369 0.6279 0.13
N -0.4299 0.5654 -0.2899 0.04
N -3.8766 0.0504 -0.1575 0.12
N 0.6339 -2.0354 -1.2877 0.29
C -1.6454 0.1656 -0.0810 -0.36
C 0.7268 0.2631 0.4286 -0.24
H 1.0071 0.8688 1.3991 0.19
H 0.3767 -1.3876 1.6959 0.20
H -3.0416 1.6783 -0.8948 0.18
H 0.9263 -1.1110 -1.5606 0.09
H 1.4895 0.4312 -0.3361 0.12
```

The HOMO energy (spin up / spin down) is -0.495 / -0.495 Eh. The calculation puts the frontier orbital gap (spin up / spin down) at 6.96 / 6.96 eV. As for the total charge: +1. As for the total energy: -557.61684 a.u. For the LUMO energy (spin up / spin down), the calculation gives -0.239 / -0.239 hartree. The calculation puts the relative energy (zero: lowest compared OMol25 entry of this formula, charge and spin) at 159.44 kJ/mol.

***

No. 6
Here is the ion C2H5NO with charge -1 in a non-equilibrium geometry from OMol25. Energies are from wB97M-V/def2-TZVPD.

The geometry in XYZ format:
```
9
Properties=species:S:1:pos:R:3:lowdin_spin:R:1
O -0.2088 0.5363 2.1217 0.33
N -0.2944 -0.8604 -1.0942 0.08
C 0.4819 0.3280 1.0868 0.37
C -0.1125 0.3943 -0.3226 0.10
H -1.2509 -1.1868 -0.9771 0.02
H 0.3628 -1.5492 -0.7214 0.03
H -1.0906 0.8929 -0.2767 0.01
H 1.5894 0.3985 1.1379 0.05
H 0.5231 1.0464 -0.9543 0.02
```

The HOMO energy (spin up / spin down) is 0.016 / -0.111 Eh. The calculation puts the frontier orbital gap (spin up / spin down) at 4.73 / 7.93 eV. As for the total charge: -1. As for the total energy: -209.14483 a.u. For the LUMO energy (spin up / spin down), the calculation gives 0.190 / 0.180 hartree. The spin multiplicity is 2. The expectation value of S² is 0.7535. The calculation puts the relative energy (zero: lowest compared OMol25 entry of this formula, charge and spin) at 0.00 kJ/mol.

***

No. 7
Here is the molecule C2H5NO in a non-equilibrium geometry from OMol25. Energies are from wB97M-V/def2-TZVPD.

The geometry in XYZ format:
```
9
Properties=species:S:1:pos:R:3:lowdin_charge:R:1
O 1.5099 -1.1276 0.6402 0.01
N 0.0674 0.2333 -0.4817 -0.08
C -1.1178 0.0497 0.4202 -0.04
C 1.2833 -0.2596 -0.1829 -0.41
H -0.1015 0.7448 -1.3381 0.13
H -1.2970 -0.7637 -0.2916 0.10
H -1.6397 1.0255 0.5072 0.09
H -0.7798 -0.1992 1.4387 0.08
H 2.0753 0.2969 -0.7120 0.12
```

The HOMO energy is -0.350 Eh. The calculation puts the frontier orbital gap at 10.39 eV. As for the total energy: -209.15681 a.u. For the LUMO energy, the calculation gives 0.032 hartree. As for the structure (SMILES): CNC=O. The calculation puts the relative energy (zero: lowest compared OMol25 entry of this formula, charge and spin) at 172.01 kJ/mol.

***

No. 8
Here is the molecule C2H5NO from OMol25. Energies are from wB97M-V/def2-TZVPD.

The geometry in XYZ format:
```
9
Properties=species:S:1:pos:R:3:lowdin_charge:R:1
O 0.5737 1.6675 0.1387 0.04
N 1.2948 -0.4480 -0.2020 0.14
C -1.1292 -0.0021 0.0235 -0.02
C 0.3082 0.4857 0.0286 -0.59
H 2.2268 -0.0600 -0.1790 0.10
H -1.6377 0.3594 0.9212 0.08
H 1.2321 -1.3830 0.1638 0.09
H -1.2455 -1.0859 -0.0602 0.07
H -1.6232 0.4664 -0.8346 0.09
```

The HOMO energy is -0.363 Eh. The calculation puts the frontier orbital gap at 10.79 eV. As for the total energy: -209.21998 a.u. For the LUMO energy, the calculation gives 0.034 hartree. As for the structure (SMILES): CC(N)=O. The calculation puts the relative energy (zero: lowest compared OMol25 entry of this formula, charge and spin) at 6.16 kJ/mol.

***

No. 9
Here is a cluster of 2 separate species, C2H5NO in total in a non-equilibrium geometry from OMol25. Energies are from wB97M-V/def2-TZVPD.

The geometry in XYZ format:
```
9
Properties=species:S:1:pos:R:3:lowdin_charge:R:1
O 1.7407 0.6616 -0.5097 -0.09
N -2.4977 0.2216 -0.0629 0.02
C -1.4143 0.2996 0.5677 -0.08
C 1.1165 0.0220 0.5244 -0.11
H -2.5357 -0.1823 -0.9441 0.00
H 0.9386 0.6781 1.3595 0.03
H 2.2943 0.1564 -1.1711 0.13
H 1.4180 -1.0098 0.8200 0.07
H -1.5558 0.6384 1.5797 0.02
```

The HOMO energy (spin up / spin down) is -0.278 / -0.287 Eh. The calculation puts the frontier orbital gap (spin up / spin down) at 8.10 / 8.53 eV. As for the total energy: -209.02780 a.u. For the LUMO energy (spin up / spin down), the calculation gives 0.019 / 0.027 hartree. The calculation puts the relative energy (zero: lowest compared OMol25 entry of this formula, charge and spin) at 510.74 kJ/mol.

***

No. 10
Here is the molecule C2H5NO in a non-equilibrium geometry from OMol25. Energies are from wB97M-V/def2-TZVPD.

The geometry in XYZ format:
```
9
Properties=species:S:1:pos:R:3:lowdin_charge:R:1
O 0.0010 -0.8855 1.6031 0.06
N -0.0427 0.6312 -1.6826 -0.02
C -0.3465 0.6025 -0.2158 -0.22
C 0.3578 -0.4809 0.5339 -0.28
H 0.7571 1.2430 -1.8272 0.06
H -1.4308 0.4395 -0.1796 0.12
H 0.3595 -0.2608 -1.9559 0.05
H 1.2927 -0.8633 0.0995 0.12
H -0.2516 1.6436 0.0812 0.12
```

The HOMO energy is -0.361 Eh. The calculation puts the frontier orbital gap at 10.68 eV. As for the total energy: -209.16812 a.u. For the LUMO energy, the calculation gives 0.031 hartree. As for the structure (SMILES): NCC=O. The calculation puts the relative energy (zero: lowest compared OMol25 entry of this formula, charge and spin) at 142.32 kJ/mol.